{"formula": "C32H42BeBrPSTe", "method": "ωB97M-V/def2-TZVPD", "spin_multiplicity": 1, "de_lowest_kcal_mol": 0.0, "orbital_gap_ha": 0.27263, "lumo_ev": 0.4, "symbols": ["C", "H", "Br", "H", "C", "C", "H", "H", "H", "P", "H", "C", "C", "H", "H", "H", "C", "C", "H", "C", "H", "H", "C", "C", "H", "H", "C", "C", "C", "H", "H", "H", "C", "H", "H", "C", "Te", "H", "C", "H", "H", "C", "C", "H", "C", "H", "H", "H", "H", "Be", "H", "H", "C", "C", "H", "H", "C", "H", "C", "C", "H", "C", "H", "C", "H", "C", "C", "H", "H", "C", "H", "H", "H", "H", "S", "C", "C", "C", "H"], "coordinates": [[5.55118, -1.39164, -1.99000], [-1.12120, -2.30382, -4.27522], [1.02076, -2.41973, -1.73611], [-2.97640, -3.43360, -0.89253], [-2.70710, 3.38698, 0.95267], [2.34978, -0.04592, 1.39385], [-4.36885, -2.39454, -1.08877], [-4.41628, -1.66215, 2.74116], [1.04915, 1.09113, 4.77432], [-0.28816, 0.00755, 0.37609], [2.37512, 1.03381, 1.22554], [4.00871, 1.96955, -2.36957], [2.89552, -2.01123, -1.78805], [-3.16952, -3.49461, 1.46764], [2.71257, -0.50096, 0.47526], [0.64519, 2.46908, -0.48716], [-3.95962, -1.52554, 1.75918], [0.21131, 2.74255, 0.47569], [1.35237, 1.75355, 3.18381], [-1.68972, -1.16918, 0.65423], [-1.89249, 5.34726, 1.40270], [4.29546, 2.99570, -2.56905], [-3.48258, -2.56041, -0.47259], [3.21152, -0.64007, -1.93790], [0.58652, -1.14464, 3.73811], [6.60220, -1.14000, -2.08024], [-4.42167, -1.77523, -4.24174], [3.79642, -3.02124, -1.71123], [-2.10251, -1.85817, -4.17464], [-2.09313, 2.22373, -0.78877], [-1.95468, -1.41307, -1.48010], [2.97061, -0.31575, 4.70907], [-2.29200, -0.54800, -3.82918], [3.52728, 1.19476, 4.02134], [-2.94862, 1.30547, 0.42251], [-2.57249, -1.32445, -0.58810], [-0.85919, 0.92392, -3.38612], [-3.17449, -0.42724, -0.73994], [0.50724, -0.22521, 3.14921], [-2.06335, -1.45479, 2.77166], [0.38824, 4.89785, 0.59072], [1.41051, 0.83564, 3.77652], [2.19903, 0.37332, -1.94165], [-4.85566, -3.36175, 1.01198], [3.26779, -0.40426, 2.56029], [-3.31427, 3.14507, 1.82917], [3.48153, -4.04956, -1.59754], [5.91098, -3.47365, -1.73217], [-5.46120, -2.03563, -4.36883], [0.53078, -0.12440, -1.75588], [-2.60728, 0.10528, 2.18822], [-0.74577, 4.34994, -0.62878], [-3.89961, -2.83732, 0.98233], [4.59205, -0.34666, -2.07467], [-1.15443, -2.12178, 0.76025], [-0.94640, 1.67802, 1.97026], [-1.55079, 4.31194, 1.36214], [1.92609, 2.46948, -2.23728], [0.91697, -0.53025, 1.67975], [-0.38837, 4.15876, 0.38788], [-1.20365, 4.06160, 2.37017], [4.96595, 1.00061, -2.29720], [0.93496, -1.61726, 1.54803], [-2.54347, -0.95348, 1.92843], [-3.36272, 3.90929, 0.25214], [-2.20512, 2.09039, 0.28823], [2.86134, 0.34727, 3.84736], [-0.53172, 0.08747, 3.22398], [4.30510, -0.18939, 2.29990], [-3.32433, -2.56224, -4.40795], [6.01540, 1.24126, -2.42359], [-4.59050, -0.81445, 1.21475], [-3.37393, -3.60433, -4.69452], [3.20810, -1.48544, 2.72327], [-3.96836, -0.18561, -3.79222], [2.64117, 1.65185, -2.18622], [-0.84592, 1.68731, 0.88132], [5.17111, -2.68719, -1.80202], [1.03153, 2.73842, 1.19637]], "forces_ev_per_a": [[0.0, 0.1, 0.0], [0.0, 0.0, 0.0], [-0.1, -0.2, -0.1], [0.0, 0.0, 0.0], [0.1, 0.0, 0.0], [0.0, 0.0, 0.1], [0.0, 0.0, 0.0], [0.0, 0.0, 0.0], [0.0, 0.0, 0.0], [0.0, -0.1, -0.1], [0.0, 0.0, 0.0], [-0.1, 0.0, 0.0], [-0.1, 0.1, 0.0], [0.0, 0.0, 0.0], [0.0, 0.0, 0.0], [0.0, 0.0, 0.0], [0.0, 0.0, 0.0], [-0.1, 0.0, 0.1], [0.0, 0.0, 0.0], [0.0, 0.0, 0.0], [0.0, 0.0, 0.0], [0.0, 0.0, 0.0], [0.0, 0.0, 0.1], [0.0, 0.1, 0.0], [0.0, 0.0, 0.0], [0.0, 0.0, 0.0], [0.0, 0.0, 0.0], [0.2, 0.0, 0.0], [-0.1, 0.0, 0.0], [0.0, 0.0, 0.0], [0.0, 0.0, 0.0], [0.0, 0.0, 0.0], [-0.1, -0.1, 0.0], [0.0, 0.0, 0.0], [0.0, 0.0, 0.0], [0.0, -0.1, 0.0], [0.1, -0.2, -0.2], [0.0, 0.0, 0.0], [0.1, 0.0, 0.0], [0.0, 0.0, 0.0], [0.0, 0.0, 0.0], [0.0, 0.0, 0.0], [0.1, -0.3, -0.2], [0.0, 0.0, 0.0], [-0.1, 0.0, 0.1], [0.0, 0.0, 0.0], [0.0, 0.0, 0.0], [0.0, 0.0, 0.0], [0.0, 0.0, 0.0], [-0.1, 0.5, 0.4], [0.0, 0.0, 0.0], [0.0, 0.0, 0.0], [0.1, 0.1, 0.0], [0.0, 0.0, 0.0], [0.0, 0.0, 0.0], [0.0, 0.0, 0.0], [0.0, 0.0, 0.0], [0.0, 0.0, 0.0], [0.1, 0.1, 0.1], [0.0, -0.1, 0.0], [0.0, 0.0, 0.0], [0.0, 0.0, 0.0], [0.0, 0.0, 0.0], [0.0, -0.1, -0.1], [0.0, 0.0, 0.0], [0.0, 0.0, 0.1], [0.0, 0.0, -0.1], [0.0, 0.0, 0.0], [0.0, 0.0, 0.0], [0.2, 0.0, 0.0], [0.0, 0.0, 0.0], [0.0, 0.0, 0.0], [0.0, 0.0, 0.0], [0.0, 0.0, 0.0], [0.0, 0.1, 0.0], [0.1, 0.1, 0.1], [0.0, 0.1, -0.2], [-0.1, -0.1, 0.0], [0.0, 0.0, 0.0]], "lowdin_charge": [-0.031, 0.083, 0.971, 0.111, -0.178, -0.205, 0.105, 0.110, 0.112, 1.087, 0.107, -0.070, -0.535, 0.111, 0.084, 0.066, -0.193, -0.191, 0.096, -0.416, 0.107, 0.103, -0.174, -0.245, 0.121, 0.113, -0.439, -0.117, -0.268, 0.064, 0.038, 0.106, -1.052, 0.106, 0.086, -0.238, 0.916, 0.094, -0.187, 0.108, 0.109, -0.199, -0.253, 0.107, -0.177, 0.107, 0.102, 0.104, 0.060, -0.278, 0.092, 0.117, -0.196, -0.165, 0.105, 0.101, -0.202, 0.081, -0.395, -0.185, 0.110, -0.041, 0.103, -0.193, 0.111, -0.204, -0.187, 0.074, 0.109, -0.204, 0.110, 0.116, 0.098, 0.113, 0.906, -0.125, -0.414, -0.077, 0.095]}